# 1
Entry from the Open Molecules 2025 dataset: a single C5H9NO molecule (ωB97M-V/def2-TZVPD).

ORCA input file:
```
! RIJCOSX wB97M-V def2-TZVPD def2/J DEFGRID3
* xyz 0 1
C 2.0813 -0.5166 0.2418
C 0.9973 0.4981 -0.1015
C -0.0726 0.0800 -1.1167
N -1.2083 0.3348 -0.1283
C -2.1624 -0.7622 0.0548
C -0.1311 0.6469 0.9130
O -0.2526 0.8190 2.0791
H 1.6479 -1.4927 0.4797
H 2.6706 -0.1847 1.1007
H 2.7546 -0.6471 -0.6105
H 1.4375 1.4780 -0.3139
H -0.1715 0.6585 -2.0378
H -0.1351 -0.9924 -1.3051
H -1.6748 1.2193 -0.3544
H -3.1598 -0.4676 -0.2202
H -2.0189 -1.2379 1.0145
*
```

Properties
- E: -325.7707 a.u.
- ΔE to the lowest compared entry with this formula, charge and spin: 104.7 kcal/mol
- E_LUMO: 0.3 eV



# 2
Entry from the Open Molecules 2025 dataset: a molecular structure, C5H13NO2SSi2 (ωB97M-V/def2-TZVPD).

ORCA input file:
```
! RIJCOSX wB97M-V def2-TZVPD def2/J DEFGRID3
* xyz 0 1
C 2.3004 -2.1659 0.1178
O 2.7681 -1.0259 -0.5756
C 2.8921 0.1377 0.2153
C 1.5720 0.6825 0.7425
C 0.7676 1.4505 -0.3265
Si -0.5212 0.4386 -1.2076
O -2.0200 0.8898 -0.6301
Si -3.3497 -0.0581 -0.5996
N -4.6114 0.8327 0.2218
C -4.8843 0.6946 1.3856
S -5.2447 0.5083 2.8990
H 2.3652 -2.0355 1.2030
H 1.2634 -2.3921 -0.1410
H 2.9260 -3.0131 -0.1673
H 3.3351 0.8864 -0.4443
H 3.6040 -0.0292 1.0339
H 1.8051 1.3567 1.5705
H 0.9691 -0.1245 1.1718
H 0.2196 2.2647 0.1572
H 1.4461 1.9032 -1.0545
H -0.3687 -1.0079 -0.9222
H -0.5134 0.6423 -2.6728
H -3.0869 -1.2965 0.1566
H -3.8327 -0.3463 -1.9581
*
```

Properties
- E: -1380.8048 a.u.
- E_LUMO: 0.7 eV



# 3
Entry from the Open Molecules 2025 dataset: 2 unconnected molecules or ions with the total composition C4H14N (ωB97M-V/def2-TZVPD).

ORCA input file:
```
! RIJCOSX wB97M-V def2-TZVPD def2/J DEFGRID3
* xyz 1 1
C -0.6864 0.5624 1.8316
C -1.7331 -0.5206 1.8230
N 0.7140 0.0166 1.8687
H -0.7741 1.1718 0.9482
H -0.7748 1.2783 2.6481
H -1.8630 -0.9704 0.8360
H -2.6835 -0.0271 2.0319
H 1.3913 0.7393 2.0988
H 0.8462 -0.7690 2.5058
H 1.0221 -0.3142 0.9480
H -1.5980 -1.3556 2.5035
C 1.4752 0.0206 -2.1982
C 0.0686 0.0956 -2.7795
H 2.1441 0.2193 -3.0375
H 1.7304 0.5811 -1.3367
H 1.7228 -1.0150 -1.9334
H -0.2207 -0.8505 -3.2208
H -0.0603 0.8918 -3.5054
H -0.7211 0.2457 -2.0320
*
```

Properties
- E: -215.2861 a.u.
- ΔE to the lowest compared entry with this formula, charge and spin: 14.3 kcal/mol
- E_LUMO: -3.8 eV